ORCA calculation (the ωB97M-V functional and the def2-TZVPD basis) on C12H19N3O2S2 in the gas phase.

Structure (XYZ):
```
38
Properties=species:S:1:pos:R:3:nbo_charge:R:1
C -6.89730 -2.27944 0.04904 -0.245
O -5.59986 -1.74570 0.12480 -0.534
C -5.56757 -0.35309 -0.06875 -0.069
C -4.12030 0.09932 0.04000 -0.537
S -4.03987 1.91017 -0.20271 0.307
C -2.34054 2.17244 -0.02482 -0.172
N -1.81704 3.34720 -0.11165 -0.279
N -0.50098 3.35938 0.04976 -0.296
C -0.00091 2.18953 0.26311 0.189
N 1.33254 1.95789 0.45830 -0.623
C 1.82383 0.69370 0.67342 0.706
O 1.07202 -0.25369 0.71997 -0.601
C 3.32800 0.65012 0.85285 -0.318
C 3.80047 -0.73654 1.30177 -0.391
C 3.65357 -1.77875 0.19569 -0.407
C 4.37773 -1.33592 -1.07074 -0.396
C 3.84323 0.01498 -1.53428 -0.404
C 4.04401 1.06223 -0.44311 -0.385
S -1.16185 0.88358 0.28852 0.394
H -6.80039 -3.35036 0.21268 0.197
H -7.34544 -2.09729 -0.93546 0.166
H -7.55030 -1.84798 0.81761 0.166
H -5.97090 -0.09100 -1.05962 0.171
H -6.17967 0.15712 0.69163 0.171
H -3.72347 -0.14216 1.02589 0.227
H -3.51496 -0.38647 -0.72508 0.227
H 1.93312 2.76930 0.43703 0.425
H 3.57171 1.37950 1.63625 0.228
H 3.22323 -1.04806 2.17391 0.222
H 4.85008 -0.66316 1.59630 0.203
H 2.59517 -1.92264 -0.02070 0.223
H 4.05809 -2.73081 0.54407 0.209
H 4.23905 -2.08026 -1.85653 0.211
H 5.44950 -1.25224 -0.87283 0.190
H 2.77923 -0.07566 -1.76429 0.200
H 4.35805 0.33255 -2.44333 0.213
H 3.68756 2.03525 -0.78947 0.203
H 5.11117 1.15698 -0.22922 0.209
```

Results
E_tot in a.u.: -1579.77490
E_HOMO in eV: -8.21
Structure (SMILES): COCCSc1nnc(NC(=O)C2CCCCC2)s1
E_LUMO in hartree: 0.0250
Gap between HOMO and LUMO in eV: 8.9
Multiplicity: 1

ORCA calculation (the ωB97M-V functional and the def2-TZVPD basis) on 2 unconnected molecules or ions with the total composition C12H19N6O.

Structure (XYZ):
```
38
Properties=species:S:1:pos:R:3:nbo_charge:R:1
N 3.87009 0.90371 -0.16719 -0.843
C 2.84010 1.95675 -0.09613 -0.230
C 2.13839 2.13893 -1.48999 -0.227
N 1.43556 0.93662 -2.00279 -0.410
C 0.44261 0.30136 -1.13769 0.054
C -0.99945 0.60147 -1.34264 -0.168
C -1.84324 -0.08002 -0.36429 -0.252
C -1.36683 -0.96055 0.69828 0.056
N -0.03800 -1.22741 0.83362 -0.397
C 0.76889 -0.59353 -0.04423 0.031
C 1.66736 0.48908 -3.22111 0.608
N 1.06958 -0.63154 -3.84930 -0.456
C 1.57285 -0.71294 -5.10984 0.265
N 2.50119 0.30562 -5.35074 -0.367
N 2.52687 0.97433 -4.18363 -0.370
H 3.83351 0.37738 -1.03725 0.352
H 3.82911 0.27547 0.63309 0.382
H 2.06264 1.70975 0.68056 0.208
H 3.25989 2.96338 0.18156 0.212
H 1.35576 2.94184 -1.35073 0.234
H 2.86514 2.57464 -2.23401 0.199
H -1.37949 1.27046 -2.14220 0.238
H -2.94571 0.10702 -0.41867 0.234
H -2.12561 -1.40858 1.39615 0.277
H 1.86653 -0.79566 0.08652 0.196
H 1.33844 -1.43600 -5.91647 0.255
H 3.02065 0.49200 -6.20765 0.463
H 3.12748 1.79290 -4.11626 0.437
C -3.76416 -2.77983 5.04678 -0.723
C -3.46763 -1.60697 4.15192 0.624
O -3.06887 -1.76560 3.01477 -0.587
C -3.68440 -0.22984 4.72060 -0.722
H -3.56368 -3.70584 4.50778 0.240
H -3.12520 -2.74351 5.93095 0.238
H -4.81494 -2.76615 5.34150 0.238
H -3.04211 -0.08153 5.59044 0.238
H -4.73164 -0.10409 5.00098 0.239
H -3.43167 0.51689 3.96731 0.231
```

Results
E_tot in a.u.: -872.12496
E_HOMO in eV: -11.70
E_LUMO in hartree: -0.1117
Gap between HOMO and LUMO in eV: 8.7
Multiplicity: 1
Charge: +1

ORCA calculation (the ωB97M-V functional and the def2-TZVPD basis) on a molecular structure, C12H19N9O4S2Sr.

Structure (XYZ):
```
47
Properties=species:S:1:pos:R:3:lowdin_charge:R:1
Sr -0.16480 0.18770 0.21060 1.448
N -1.62450 -0.20670 3.62330 0.176
C -0.30300 -0.15140 3.83100 -0.458
N 0.11060 -0.34630 5.08050 0.175
C 1.42200 -0.23740 5.27420 -0.444
N 1.88650 -0.36940 6.52130 0.169
N 2.31080 -0.01280 4.29350 0.179
C 1.80640 0.13640 3.08070 -0.301
N 0.50370 0.13140 2.79360 0.060
C 2.77210 0.30700 1.97660 -0.218
C 4.14130 0.38120 2.23210 0.004
C 5.00310 0.57770 1.16420 -0.046
C 4.47270 0.68350 -0.11240 -0.034
C 3.09480 0.55520 -0.27730 -0.113
N 2.27670 0.37150 0.74350 0.007
H -2.18660 -0.56520 4.37560 0.112
H -1.96490 -0.22240 2.67350 0.095
H 1.24750 -0.60450 7.25980 0.107
H 2.87810 -0.36310 6.67800 0.107
H 4.49190 0.29360 3.24770 0.105
H 6.07050 0.64630 1.32300 0.109
H 5.10960 0.85560 -0.96870 0.114
H 2.62130 0.60790 -1.25280 0.084
O 1.47760 0.20980 -2.98460 -0.330
S 0.19820 0.54030 -2.37860 0.258
O -0.85670 0.99610 -3.25710 -0.311
O -0.29860 -0.72360 -1.66590 -0.638
O 0.40890 1.54000 -1.28400 -0.582
S 0.79510 -2.64900 1.12150 0.591
C 1.84590 -2.92010 -0.17530 -0.855
N 2.98930 -3.57960 0.09160 0.003
C 4.06780 -3.72440 -0.86130 -0.178
C 3.91240 -2.67390 -1.95790 -0.148
C 2.49010 -2.73310 -2.50290 -0.158
N 1.55040 -2.58750 -1.41400 0.030
H 3.14420 -3.82800 1.05490 0.113
H 4.05150 -4.73230 -1.29590 0.119
H 5.01950 -3.59750 -0.33680 0.119
H 4.63340 -2.84210 -2.75510 0.117
H 4.07450 -1.67980 -1.53710 0.096
H 2.30880 -3.69020 -3.00720 0.127
H 2.29990 -1.91050 -3.19750 0.108
H 0.77000 -1.90530 -1.56690 0.059
N -2.51050 0.90930 -0.81430 -0.031
H -2.96540 0.06070 -1.14130 0.042
H -1.89410 1.15280 -1.59700 -0.031
H -3.22680 1.63100 -0.78420 0.042
```

Results
E_tot in a.u.: -2089.77462
E_HOMO in eV: -8.06
Relative energy (zero: lowest compared OMol25 entry of this formula, charge and spin) in kcal/mol: 45.1
E_LUMO in hartree: -0.0128
Gap between HOMO and LUMO in eV: 7.7
Multiplicity: 1

ORCA calculation (the ωB97M-V functional and the def2-TZVPD basis) on C12H19NO2S in the gas phase.

Structure (XYZ):
```
35
Properties=species:S:1:pos:R:3:nbo_charge:R:1
C -4.50902 -2.11160 0.56084 -0.597
C -3.03451 -1.73974 0.65811 -0.392
C -2.68472 -0.57714 -0.26637 -0.423
C -1.20313 -0.20826 -0.16502 -0.060
O -0.80474 0.77104 -1.10552 -0.557
C -1.13102 2.11002 -0.78528 -0.066
C -0.16831 2.76379 0.21395 -0.436
C 1.25855 2.85842 -0.33324 -0.227
N 1.84324 1.55333 -0.51654 -0.615
C 2.85517 1.10306 0.25720 0.642
O 3.44498 1.79983 1.06525 -0.628
C 3.23672 -0.30403 0.03929 -0.315
C 4.28957 -0.93797 0.63862 -0.186
C 4.41685 -2.28660 0.25392 -0.262
C 3.45841 -2.66684 -0.63130 -0.393
S 2.38230 -1.38642 -1.01550 0.425
H -4.76216 -2.40144 -0.45643 0.202
H -5.13576 -1.26811 0.84205 0.201
H -4.73751 -2.94381 1.22220 0.209
H -2.42267 -2.60530 0.39510 0.196
H -2.79519 -1.46657 1.68859 0.195
H -2.90436 -0.84616 -1.30140 0.204
H -3.30192 0.28618 -0.00749 0.194
H -0.59348 -1.08591 -0.40020 0.191
H -0.96480 0.11109 0.85791 0.165
H -2.15684 2.17711 -0.40317 0.172
H -1.08408 2.64513 -1.73846 0.187
H -0.15371 2.19621 1.14628 0.208
H -0.53440 3.76711 0.43463 0.216
H 1.25173 3.38805 -1.29213 0.188
H 1.90030 3.39620 0.36943 0.242
H 1.30493 0.91355 -1.08550 0.414
H 4.94051 -0.43349 1.32908 0.243
H 5.18519 -2.94438 0.61864 0.227
H 3.31385 -3.62634 -1.08755 0.237
```

Results
E_tot in a.u.: -1072.07968
E_HOMO in eV: -9.03
Structure (SMILES): CCCCOCCCNC(=O)c1cccs1
Relative energy (zero: lowest compared OMol25 entry of this formula, charge and spin) in kcal/mol: 0.0
E_LUMO in hartree: 0.0250
Gap between HOMO and LUMO in eV: 9.7
Multiplicity: 1

ORCA calculation (the ωB97M-V functional and the def2-TZVPD basis) on 2 unconnected molecules or ions with the total composition C12H19O9PS.

Structure (XYZ):
```
42
Properties=species:S:1:pos:R:3:nbo_charge:R:1
C -1.29269 -6.55843 -2.04067 -0.629
C -1.02500 -5.19774 -2.64436 0.018
C -1.90414 -4.63200 -3.56146 -0.227
C -1.63103 -3.37142 -4.08546 -0.201
C -0.49636 -2.67170 -3.70690 -0.178
C 0.38214 -3.23250 -2.78907 -0.049
C 1.62344 -2.54035 -2.31875 -0.085
O 1.47309 -1.11432 -2.45461 -0.488
C 2.38630 -0.42929 -1.81693 0.988
O 3.44414 -0.79730 -1.46834 -0.553
O 1.98265 0.88373 -1.62889 -0.784
P 0.95092 1.18119 -0.45161 2.531
O 0.70455 2.60755 -0.29912 -1.092
O 1.53314 0.47296 0.84008 -0.975
O -0.33345 0.34649 -0.86005 -0.992
C 0.11062 -4.49212 -2.25656 -0.228
H -1.08785 -6.51389 -0.97718 0.217
H -2.32443 -6.82787 -2.22399 0.216
H -0.61357 -7.28707 -2.47180 0.222
H -2.78952 -5.16929 -3.85480 0.212
H -2.32164 -2.95047 -4.79959 0.214
H -0.30028 -1.69931 -4.12742 0.218
H 1.78010 -2.78915 -1.27533 0.199
H 2.49312 -2.89516 -2.86245 0.210
H 0.83698 -0.03603 1.27187 0.514
H -1.11490 0.72280 -0.43683 0.519
H 0.79098 -4.92643 -1.54018 0.206
C -0.03642 5.63106 1.63229 -0.642
C 0.21886 4.27673 2.25826 -0.076
O 0.40406 4.36000 3.69550 -0.728
S -0.88701 4.52010 4.59762 2.391
C -0.12689 4.15383 6.14224 -0.887
O -1.81607 3.48256 4.26213 -0.949
O -1.30657 5.88626 4.59717 -0.936
H -0.99976 6.03745 1.93951 0.221
H -0.03235 5.53743 0.54692 0.229
H 0.73109 6.34383 1.93390 0.214
H -0.58168 3.57482 2.02934 0.196
H 1.13944 3.85386 1.86919 0.214
H 0.22559 3.12671 6.12538 0.248
H -0.88391 4.28496 6.91191 0.252
H 0.69430 4.84753 6.29904 0.253
```

Results
E_tot in a.u.: -1885.49315
E_HOMO in eV: -9.44
Structure (SMILES): Cc1cccc(COC(=O)OP(=O)(O)O)c1.CCOS(C)(=O)=O
Relative energy (zero: lowest compared OMol25 entry of this formula, charge and spin) in kcal/mol: 0.0
E_LUMO in hartree: -0.0001
Gap between HOMO and LUMO in eV: 9.4
Multiplicity: 1